No. 1
21
Properties=species:S:1:pos:R:3:forces:R:3 method="wB97M-V/def2-TZVPD" lumo_energy_ev="-7.83 / -12.48" total_charge=+2 spin_multiplicity=4 gap_ev="8.64 / 5.67" relative_energy_ev=0.120 s2=3.78
Co -0.36190 -0.53336 -2.14228 -0.56 4.04 1.95
O -1.12535 2.72563 -1.98036 0.98 -3.87 -0.14
C -0.84667 1.61053 -2.00597 -1.18 4.10 -0.06
C 1.26812 -1.17540 -2.16488 6.06 -3.46 0.86
O 2.35150 -1.55071 -2.06278 -2.96 1.27 -0.53
C -1.74607 -1.59968 -1.95205 -4.83 -4.89 1.19
O -2.67470 -2.27318 -1.82525 2.78 2.27 -0.53
C -0.50131 -0.52111 -3.88688 -0.83 0.74 -8.25
O -0.59250 -0.48968 -5.04163 0.38 -0.34 4.20
C 0.72671 1.49034 3.08217 0.19 0.46 0.69
N 0.39388 0.53594 2.02456 -0.04 -1.90 0.84
C 0.26955 -0.83437 2.16458 0.80 3.23 2.16
C -0.04218 -1.32847 0.92194 -0.62 0.98 -3.57
N -0.10141 -0.27434 0.03345 -0.21 -1.21 0.54
C 0.15642 0.84105 0.71148 0.16 -0.96 1.01
H -0.03042 1.46531 3.87446 0.09 -0.03 -0.30
H 1.70148 1.25077 3.52297 -0.20 0.01 -0.24
H 0.76235 2.49179 2.64718 0.00 -0.18 0.09
H 0.41332 -1.35091 3.10156 0.02 0.07 0.14
H -0.22194 -2.35206 0.62040 0.03 0.04 0.02
H 0.20112 1.87191 0.35732 -0.05 -0.38 -0.04



No. 2
118
Properties=species:S:1:pos:R:3:forces:R:3 method="wB97M-V/def2-TZVPD" lumo_energy_ev=0.69 total_charge=-1 gap_ev=4.79 relative_energy_ev=0.124
Y -0.14050 -0.29726 0.42527 2.27 -0.76 0.53
Cl 0.73048 4.45733 -7.63174 0.01 0.06 -0.09
C 0.39030 3.64959 -6.13023 0.00 -0.10 0.14
C -0.71793 4.02024 -5.38752 -0.03 0.05 -0.07
C -0.98176 3.37379 -4.18818 0.01 -0.02 0.08
C -0.14483 2.36055 -3.73436 0.08 -0.07 -0.05
C 0.96016 1.99773 -4.50243 -0.08 0.09 -0.02
C 1.23647 2.64094 -5.69828 0.02 -0.03 -0.02
C -0.38319 1.64515 -2.44720 -0.09 0.01 0.06
C -0.05313 2.33897 -1.27082 -0.06 -0.10 0.01
C 0.46583 3.68873 -1.21360 0.09 0.03 -0.02
C 0.72529 3.95918 0.08701 0.03 0.01 -0.01
C 0.34270 2.78990 0.84826 0.01 -0.01 -0.04
C 0.44146 2.64740 2.23943 -0.23 -0.17 -0.04
C 1.15690 3.70517 3.00277 0.04 0.02 0.03
C 0.66916 4.99876 3.15589 -0.04 -0.05 0.01
C 1.38796 5.95121 3.86385 -0.05 0.06 -0.01
C 2.60639 5.60690 4.42252 -0.06 -0.11 -0.08
Cl 3.51358 6.80005 5.30381 0.05 0.06 0.05
C 3.11369 4.32467 4.28718 0.02 0.02 0.03
C 2.38438 3.38294 3.58031 0.02 0.05 -0.02
C -0.03949 1.55533 2.99301 0.03 0.15 -0.07
N -0.46712 0.36588 2.49305 -0.57 0.49 1.28
C -0.90123 -0.39558 3.53592 -0.04 -0.11 0.00
C -1.40648 -1.70257 3.44062 0.01 0.08 -0.10
C -1.70003 -2.39238 4.73121 0.05 -0.01 0.03
C -2.98518 -2.43282 5.26048 0.02 0.00 -0.04
C -3.23453 -3.07042 6.46704 -0.05 0.00 0.05
C -2.18800 -3.67262 7.14441 0.04 0.05 -0.12
Cl -2.49362 -4.47536 8.65691 -0.02 -0.03 0.07
C -0.89970 -3.64738 6.63607 0.00 -0.01 0.04
C -0.66368 -3.00454 5.43096 -0.05 0.00 0.00
C -1.65949 -2.42160 2.26269 -0.01 0.02 -0.01
C -2.27579 -3.72679 2.20336 0.01 -0.01 -0.01
C -2.42139 -4.03743 0.89255 0.05 -0.04 0.03
C -1.89493 -2.92555 0.13373 -0.01 0.07 -0.06
N -1.42259 -1.98474 0.99666 -1.18 -0.93 0.38
C -1.93639 -2.81122 -1.26696 -0.04 0.05 0.06
C -1.56521 -1.69472 -2.03224 -0.01 0.01 0.12
C -1.83306 -1.50852 -3.43512 0.05 -0.03 -0.05
C -1.40409 -0.26035 -3.76008 -0.02 -0.03 -0.04
C -0.87767 0.33242 -2.55745 0.01 0.08 0.08
N -0.96797 -0.57266 -1.54551 -0.87 -0.14 -1.73
C -2.52325 -3.96197 -2.01310 0.06 0.00 0.01
C -1.69403 -4.87577 -2.65571 -0.09 0.01 -0.01
C -2.22716 -5.95696 -3.34162 0.03 -0.02 -0.02
C -3.60216 -6.11508 -3.38538 0.05 0.09 0.05
Cl -4.27769 -7.46931 -4.24318 -0.04 -0.07 -0.04
C -4.44687 -5.21402 -2.75886 -0.04 -0.01 0.00
C -3.90195 -4.13865 -2.07335 0.01 -0.01 0.00
C -0.76123 0.35697 4.75805 0.07 0.05 0.00
C -0.21719 1.55620 4.42397 0.06 -0.06 0.04
N -0.12749 1.84294 -0.00608 -0.22 1.59 -0.32
H -1.36919 4.80370 -5.75094 0.00 0.00 0.02
H -1.84610 3.64783 -3.59469 -0.01 0.00 -0.02
H 1.61356 1.20941 -4.14730 0.00 0.00 0.00
H 2.10078 2.36448 -6.28729 -0.02 0.02 -0.02
H 0.61439 4.33559 -2.06310 0.03 0.00 0.01
H 1.13292 4.86528 0.50454 0.01 0.01 -0.05
H -0.29004 5.26024 2.72603 0.01 -0.01 -0.01
H 0.99966 6.95374 3.98311 0.03 0.00 0.01
H 4.06930 4.06774 4.72444 0.00 0.03 0.00
H 2.78187 2.38427 3.44803 -0.02 -0.01 -0.01
H -3.79528 -1.95919 4.71944 0.00 0.01 0.01
H -4.23224 -3.09591 6.88396 0.00 -0.01 -0.01
H -0.09395 -4.12262 7.17899 -0.01 -0.01 0.00
H 0.33758 -2.97914 5.01848 0.00 0.00 0.01
H -2.57091 -4.30955 3.06117 -0.01 -0.04 -0.04
H -2.85313 -4.92906 0.46790 -0.01 -0.01 0.03
H -2.31616 -2.23483 -4.06941 -0.01 0.05 -0.04
H -1.47994 0.24231 -4.71133 -0.01 -0.05 -0.02
H -0.62041 -4.73949 -2.61009 0.00 0.00 0.00
H -1.58198 -6.67103 -3.83529 -0.02 -0.01 -0.01
H -5.51877 -5.34949 -2.80769 0.01 -0.02 -0.01
H -4.54940 -3.42476 -1.57792 0.01 0.01 0.00
H -1.06811 0.02099 5.73572 0.04 0.00 0.00
H 0.00599 2.38694 5.07439 0.01 -0.03 0.02
F -8.15801 2.85402 -2.56652 -0.07 0.03 -0.04
C -7.08100 2.32749 -1.95870 0.13 -0.08 0.07
C -5.82815 2.88842 -2.12587 -0.07 0.01 -0.04
F -5.69636 3.97157 -2.91277 0.03 0.06 -0.05
C -4.72796 2.34478 -1.49701 -0.06 -0.25 0.18
F -3.54140 2.93428 -1.71956 0.09 0.12 -0.04
C -4.79545 1.22309 -0.65025 -0.30 0.21 -0.32
S -3.43717 0.57749 0.16390 0.14 -0.25 0.41
C -6.08710 0.67403 -0.53317 0.28 0.14 -0.01
F -6.27473 -0.41884 0.21969 -0.07 -0.07 0.06
C -7.19626 1.20593 -1.15611 -0.03 0.08 -0.07
F -8.40443 0.64058 -0.99243 -0.07 -0.04 0.01
Cl 7.22274 -1.80462 -1.94391 0.06 0.06 0.01
C 5.73206 -1.61619 -2.80120 -0.25 -0.02 0.08
C 5.73045 -1.74788 -4.17979 0.04 -0.01 -0.03
C 4.53262 -1.74663 -4.87208 0.03 -0.02 -0.03
C 3.33346 -1.62378 -4.18913 -0.14 0.00 -0.08
C 3.34527 -1.45470 -2.81879 0.16 0.09 0.25
Cl 1.82635 -1.30235 -1.96866 0.39 -0.21 -0.76
C 4.54333 -1.41774 -2.08471 -0.03 0.07 -0.13
N 4.50648 -1.28807 -0.69989 0.02 -0.11 0.18
C 5.04067 -0.21352 0.03561 0.06 0.19 0.00
C 5.80559 0.78607 -0.55587 0.00 -0.11 -0.07
C 6.32973 1.81708 0.20837 -0.01 0.00 0.06
C 6.09784 1.86241 1.57177 0.07 0.09 0.02
C 5.29154 0.89405 2.15356 -0.01 -0.01 -0.03
C 4.73729 -0.13132 1.40606 -0.03 -0.08 -0.04
C 3.71107 -1.06431 1.99040 -0.06 0.09 -0.18
C 2.35840 -0.86493 1.28906 0.45 -0.17 0.06
O 2.10514 0.25744 0.78174 0.16 0.13 0.26
O 1.56602 -1.83781 1.18567 -0.07 -0.02 0.19
H 6.66926 -1.88308 -4.69907 0.00 -0.01 0.03
H 4.53260 -1.87235 -5.94631 -0.01 0.02 0.00
H 2.38978 -1.65268 -4.71845 -0.01 0.02 0.06
H 3.63835 -1.63557 -0.32574 -0.05 -0.07 0.02
H 5.97592 0.77530 -1.62393 0.01 -0.02 -0.01
H 6.90859 2.59531 -0.27256 0.03 -0.03 0.00
H 6.51548 2.65926 2.17403 -0.02 -0.01 -0.01
H 5.07192 0.94738 3.21453 -0.05 -0.01 -0.01
H 3.56091 -0.85459 3.05125 0.02 0.00 0.01
H 3.99197 -2.11515 1.89771 -0.03 -0.01 0.02



No. 3
21
Properties=species:S:1:pos:R:3:forces:R:3 method="wB97M-V/def2-TZVPD" lumo_energy_ev=1.02 total_charge=0 gap_ev=9.76 relative_energy_ev=2.198 smiles=CNC[C@H](C)NC
C -2.89516 0.14990 0.59074 -3.03 0.33 -2.64
N -1.62698 0.57445 0.00266 -0.48 -2.21 0.97
C -0.78515 -0.63153 -0.35024 -2.25 -0.46 -0.36
C 0.56841 -0.13832 -0.52846 3.35 0.11 -1.06
C 1.36960 -0.86381 -1.71015 1.38 0.67 1.51
N 1.31097 -0.18367 0.73729 0.18 0.25 0.77
C 2.21150 0.94391 1.08436 0.12 -0.08 -0.04
H -3.24840 1.01622 1.12881 -0.53 0.17 0.22
H -3.11397 -0.72946 1.19922 1.35 -0.33 0.42
H -3.63822 -0.04327 -0.26057 0.75 0.50 0.94
H -1.29010 0.98924 0.86467 1.52 0.23 -0.41
H -0.93722 -1.39852 0.45355 0.55 0.29 -0.70
H -1.05201 -1.11972 -1.35287 -0.51 0.92 1.44
H 0.44261 0.90546 -0.84876 0.18 0.01 -0.14
H 0.95649 -0.57790 -2.66333 -0.48 -0.12 -0.36
H 1.40208 -1.98052 -1.59266 -0.02 1.08 -0.05
H 2.44942 -0.44373 -1.75532 -1.62 -0.86 0.34
H 0.64315 -0.17212 1.48779 -0.38 -0.55 0.10
H 3.22487 0.55101 1.46547 -1.44 0.84 -0.81
H 2.26565 1.55682 0.16025 0.69 -0.10 0.69
H 1.74246 1.59555 1.88756 0.66 -0.68 -0.83



No. 4
22
Properties=species:S:1:pos:R:3:forces:R:3 method="wB97M-V/def2-TZVPD" lumo_energy_ev=3.99 total_charge=-1 gap_ev=8.63 relative_energy_ev=0.672
C 1.05915 0.12957 0.88116 1.05 -0.47 -0.18
N 1.02781 -1.32839 1.13268 -0.12 0.22 -0.65
C 0.70942 -2.11697 -0.06669 1.10 -0.84 0.47
O -0.53345 -1.95995 -0.59565 0.25 0.65 -0.55
C -0.00827 0.84834 1.67530 0.91 1.90 0.35
C -1.29382 1.03078 0.93127 -1.17 -0.81 -0.98
H 1.06063 0.38846 -0.18889 -0.90 -0.45 0.03
H 2.08251 0.46510 1.09140 -0.09 0.21 0.81
H 0.28716 -1.51819 1.78467 -0.31 0.04 0.32
H 0.86188 -3.17197 0.21241 -0.13 -0.06 0.28
H 1.58847 -1.92984 -0.71346 -0.52 0.28 -0.56
H -0.08452 0.40417 2.67156 -0.31 -0.34 -0.12
H 0.33630 1.87514 1.91240 0.20 -0.27 -0.06
H -1.58082 0.08438 0.44424 -0.18 0.09 0.42
H -1.21229 1.69355 0.06879 0.43 0.19 0.13
H -2.12769 1.42691 1.51773 0.10 -0.22 0.27
H 0.46997 2.20795 -1.55410 -0.17 0.49 -0.19
H -0.34107 1.11386 -2.15685 -0.20 0.20 -0.41
O -0.30595 2.14651 -2.13066 0.57 -0.27 0.54
H -0.46322 -1.20802 -1.44803 -0.76 -0.52 0.21
H -1.13468 -0.20355 -3.04590 0.58 -0.70 0.74
O -0.39752 -0.37784 -2.42335 -0.32 0.68 -0.89



No. 5
19
Properties=species:S:1:pos:R:3:forces:R:3 method="wB97M-V/def2-TZVPD" lumo_energy_ev=1.01 total_charge=0 gap_ev=8.90 relative_energy_ev=2.689 smiles="C1C[C@@H]2C[C@@]23CNN=C13"
C -0.10601 1.43025 -1.19733 0.73 1.02 1.37
C 1.44575 1.33646 -0.90167 -0.18 0.26 1.70
C 1.61363 -0.04435 -0.19287 0.08 0.98 0.23
C 1.08753 -1.24513 -0.92807 -0.02 0.25 0.18
C 0.23649 -0.58917 0.10450 0.40 -0.32 1.57
C -0.36138 -1.15180 1.39186 0.60 -0.25 0.27
N -1.77357 -0.65259 1.30753 1.31 -2.64 0.37
N -1.77412 0.42153 0.52313 0.92 2.94 -2.58
C -0.69845 0.46470 -0.19844 -1.67 -0.01 -0.73
H -0.16381 1.18847 -2.24873 -0.93 -0.14 -0.17
H -0.46996 2.43680 -0.95287 -0.02 -0.19 -0.65
H 1.82709 2.16853 -0.18568 -0.77 -1.35 -1.23
H 2.00464 1.39994 -1.83004 0.20 0.05 -0.01
H 2.31852 -0.03059 0.63721 0.22 -0.66 -0.48
H 0.79329 -1.10060 -1.94573 -0.02 0.14 -0.58
H 1.45538 -2.23429 -0.74828 0.24 -0.30 0.36
H -0.20431 -2.22187 1.46367 -0.68 -0.37 -0.19
H 0.08606 -0.77912 2.32584 0.21 0.38 -0.30
H -2.11841 -0.41561 2.20212 -0.60 0.20 0.87



No. 6
82
Properties=species:S:1:pos:R:3:forces:R:3 method="wB97M-V/def2-TZVPD" lumo_energy_ev=-1.77 total_charge=0 gap_ev=7.48
C 5.76968 -0.94130 0.51240 0.43 -1.31 0.73
N 5.22281 -0.25839 -0.70635 -1.59 1.31 0.72
C 5.75988 1.15296 -0.83145 0.19 1.08 -0.17
C 3.77329 -0.04444 -0.41194 -0.78 2.01 1.66
O 3.48001 0.80561 0.47378 0.28 -2.84 -2.82
C 2.59540 -0.78624 -1.18499 0.10 -0.04 -0.01
Si 0.95797 -0.08617 -0.40795 0.72 -0.10 -0.75
O -0.46625 -0.71294 -1.16744 -0.36 1.47 2.00
Si -1.81920 0.04067 -0.35497 1.15 -0.44 -0.44
I -2.42130 -1.15360 1.74334 0.12 0.25 -0.71
H 4.99419 -1.05007 1.35072 0.97 0.33 -1.17
H 6.64696 -0.36332 0.97743 -1.19 -0.92 -0.94
H 6.08825 -2.00270 0.20633 -0.37 1.94 0.63
H 5.99096 1.61506 0.19281 -0.20 -0.70 -1.44
H 6.67476 1.19129 -1.51067 -1.11 -0.31 1.06
H 4.97675 1.85186 -1.29823 1.13 -1.21 0.54
H 2.53989 -0.51647 -2.29357 0.58 -0.34 1.37
H 2.67250 -1.91743 -1.11934 0.16 1.35 -0.08
H 0.99239 -0.27524 1.05375 -0.34 -0.33 -0.04
H 1.04143 1.37964 -0.61045 -0.21 -0.16 -0.23
H -2.96130 0.27636 -1.23429 0.15 -0.19 0.01
H -1.31458 1.36438 0.08293 -0.01 -0.17 0.14
C -6.58213 -2.13259 -4.39388 -0.08 0.03 0.32
C -6.15332 -1.89583 -3.15385 -0.25 -0.03 -0.18
C -4.72473 -1.63947 -2.87264 0.10 0.04 0.33
O -4.33189 -1.42521 -1.74129 -0.26 -0.30 -0.31
C -3.79036 -1.65398 -4.01862 0.10 -0.04 -0.29
C -4.21904 -1.89067 -5.25870 0.25 0.07 0.20
C -5.64792 -2.14718 -5.54030 -0.14 -0.08 -0.41
O -6.04000 -2.36114 -6.67093 0.09 0.05 0.26
H -7.62415 -2.32302 -4.61819 0.02 -0.01 -0.04
H -6.82369 -1.88079 -2.30349 0.05 0.01 0.02
H -2.74797 -1.46351 -3.79403 -0.01 0.00 0.05
H -3.54852 -1.90565 -6.10890 -0.05 -0.01 -0.02
C -1.21109 -1.91616 7.98224 -0.32 0.02 -0.08
C -2.13155 -2.00062 7.02143 0.05 0.06 0.31
C -1.75574 -2.30607 5.62451 -0.24 -0.02 -0.28
O -2.59428 -2.38137 4.74677 0.12 -0.01 0.24
C -0.32116 -2.51565 5.33422 0.31 -0.03 0.05
C 0.59940 -2.43119 6.29494 -0.08 -0.05 -0.31
C 0.22390 -2.12580 7.69216 0.31 0.03 0.31
O 1.06240 -2.05055 8.56925 -0.19 -0.02 -0.19
H -1.46791 -1.69278 9.01011 0.05 -0.01 0.00
H -3.18613 -1.85072 7.21660 0.01 -0.01 -0.05
H -0.06454 -2.73890 4.30607 -0.05 0.02 -0.01
H 1.65391 -2.58102 6.09957 -0.01 0.01 0.05
C 7.19629 -6.30429 1.51934 -0.19 0.15 -0.24
C 7.03212 -5.22134 0.75922 -0.10 -0.27 0.08
C 7.94451 -4.06307 0.86754 0.01 0.27 -0.21
O 7.79396 -3.07318 0.17528 0.35 -0.51 0.12
C 9.04628 -4.15222 1.84938 0.15 -0.12 0.23
C 9.21071 -5.23511 2.60966 0.11 0.30 -0.08
C 8.29835 -6.39373 2.50152 0.07 -0.36 0.26
O 8.44854 -7.38218 3.19274 -0.04 0.23 -0.16
H 6.53756 -7.16114 1.45395 0.03 -0.01 0.03
H 6.23117 -5.13980 0.03481 0.03 0.04 -0.01
H 9.70491 -3.29526 1.91462 -0.03 0.01 -0.03
H 10.01161 -5.31651 3.33390 -0.03 -0.04 0.00
C -4.36587 3.13829 1.49920 -0.07 -0.06 0.29
C -5.23971 3.50801 2.43554 0.25 -0.19 -0.07
C -6.25043 4.55456 2.17043 -0.29 0.15 0.27
O -7.04675 4.89399 3.02458 0.17 -0.09 -0.17
C -6.25505 5.17300 0.82712 0.13 -0.01 -0.26
C -5.38077 4.80273 -0.10928 -0.27 0.21 -0.03
C -4.37057 3.75623 0.15685 0.19 -0.04 -0.25
O -3.57335 3.41527 -0.69706 -0.10 -0.04 0.16
H -3.61878 2.37478 1.67538 0.03 -0.03 -0.01
H -5.25023 3.06468 3.42350 -0.03 0.03 -0.01
H -7.00195 5.93667 0.65015 -0.01 -0.01 0.04
H -5.36955 5.24562 -1.09758 0.10 -0.02 0.00
C -1.01410 4.20012 -4.41778 -0.14 0.00 0.25
C -1.88843 4.57102 -3.48167 0.27 -0.22 0.02
C -2.89855 5.61793 -3.74799 -0.22 0.05 0.29
O -3.69544 5.95905 -2.89455 0.11 0.01 -0.21
C -2.90262 6.23565 -5.09172 0.09 0.05 -0.30
C -2.02836 5.86449 -6.02734 -0.26 0.20 0.08
C -1.01814 4.81766 -5.76115 0.31 -0.17 -0.26
O -0.22180 4.47744 -6.61498 -0.18 0.09 0.16
H -0.26747 3.43623 -4.24024 0.01 0.02 -0.03
H -1.89972 4.12818 -2.49320 -0.10 0.03 0.01
H -3.64919 6.99961 -5.26941 -0.01 -0.01 0.04
H -2.01710 6.30690 -7.01571 0.04 -0.03 0.00